2 unconnected molecules or ions with the total composition C2H3FN2O3 at a distorted geometry. Source: the Open Molecules 2025 dataset; level of theory: ωB97M-V/def2-TZVPD.

The geometry in XYZ format:
```
11
Properties=species:S:1:pos:R:3:forces:R:3:nbo_charge:R:1
C 2.02921 -0.91352 -0.44286 0.0 0.9 -1.3 0.835
C 0.34576 -0.11991 1.28231 0.0 1.4 0.5 0.334
N 1.98380 -0.02851 -1.22863 0.5 0.0 -1.2 -0.756
N -0.38592 0.42059 0.37384 -0.4 -1.2 0.5 0.317
O 2.02070 -1.88096 0.16646 0.4 -2.5 1.7 -0.530
O -1.52538 -0.32785 0.09762 -0.1 -0.7 0.5 -0.540
O -0.16153 1.43115 -0.28646 -0.1 0.9 -0.3 -0.508
F 1.37078 0.57444 1.71138 1.1 1.3 -0.2 -0.299
H 0.29815 -0.94506 1.91575 -1.5 -1.7 0.0 0.210
H -1.95030 0.08701 -0.65829 0.2 0.5 -0.4 0.497
H 1.90585 0.94768 -1.15958 -0.2 1.0 0.2 0.440
```
Forces are in eV/Å.

SMILES = [O-]/[N+](O)=C\F.N=C=O
orbital gap = 10.20 eV
E_LUMO = 0.700 eV

A molecular structure, C43H45AsCoN6OPSSe. Source: the Open Molecules 2025 dataset; level of theory: ωB97M-V/def2-TZVPD.

The geometry in XYZ format:
```
100
Properties=species:S:1:pos:R:3:forces:R:3:lowdin_spin:R:1
Co 0.40703 -0.01245 -0.01650 0.2 -0.3 0.1 1.681
C -0.94576 -0.20977 3.90381 0.0 0.1 0.0 0.018
C -0.23780 0.10813 2.62904 -0.1 -0.3 -0.2 0.166
N -0.52592 -0.52246 1.47104 -0.1 0.2 0.4 0.175
N -1.38706 -1.58242 1.34776 0.2 0.3 0.1 -0.001
C -1.34273 -1.97658 0.11896 0.1 0.0 -0.3 0.057
O -0.52253 -1.39706 -0.76536 -0.3 -0.2 0.2 0.083
C -2.17039 -3.09440 -0.37157 0.1 0.0 -0.1 0.000
C -2.07613 -3.46820 -1.71152 0.0 0.0 0.0 0.010
C -2.83540 -4.52816 -2.19028 0.0 0.0 0.0 -0.001
C -3.68272 -5.21992 -1.33445 0.0 0.0 0.0 0.012
C -3.77065 -4.84989 0.00351 0.0 0.0 0.0 -0.001
C -3.01846 -3.79138 0.48612 0.0 0.0 0.1 0.010
C 0.78221 1.05114 2.48145 0.1 0.1 -0.1 0.120
C 1.31356 1.85961 3.52043 0.0 0.0 0.1 0.050
C 2.38363 2.66510 3.27156 0.0 0.0 0.0 0.055
C 2.94810 2.70454 1.96740 0.0 0.1 0.1 0.103
C 2.37475 1.95414 0.98440 -0.1 -0.1 -0.1 0.011
N 1.31858 1.14338 1.20078 0.0 0.4 0.2 0.157
H -1.73668 -0.93004 3.71083 0.0 0.0 0.0 0.000
H -1.38745 0.69292 4.33439 0.0 0.0 0.0 0.006
H -0.26532 -0.63251 4.64729 0.0 0.0 0.0 0.007
H -1.39207 -2.93332 -2.36122 0.0 0.0 0.0 0.001
H -2.76550 -4.81568 -3.23268 0.0 0.0 0.0 0.000
H -4.27600 -6.04578 -1.70900 0.0 0.0 0.0 0.001
H -4.43065 -5.39168 0.67017 0.0 0.0 0.0 0.000
H -3.07799 -3.49458 1.52724 0.0 0.0 -0.1 0.000
H 0.86045 1.81273 4.50563 0.1 0.0 -0.1 0.002
H 2.79941 3.28126 4.06107 0.0 -0.1 -0.1 0.001
H 3.80013 3.33112 1.73970 -0.1 0.0 0.0 0.006
H 2.76215 1.97646 -0.02968 -0.1 0.0 0.0 -0.001
N 1.28448 0.36066 -1.79061 -0.3 0.5 -0.1 -0.011
C 1.21124 1.71336 -2.33404 0.0 -0.3 0.1 0.000
C 2.17713 2.14969 -3.23201 0.0 -0.1 0.0 0.000
C 2.06638 3.40541 -3.80836 0.0 0.0 0.0 0.000
C 0.97838 4.21892 -3.50706 0.0 0.0 0.0 0.000
C 0.02603 3.78391 -2.59909 0.0 0.0 0.0 0.002
C 0.14764 2.54125 -1.97538 -0.1 0.0 0.2 0.003
P -1.02153 1.96093 -0.68399 0.2 0.4 -0.3 0.099
C -1.03501 3.23728 0.61548 -0.1 -0.1 0.1 0.008
C -1.96390 3.03726 1.64310 0.0 0.0 -0.1 0.005
C -2.04273 3.92414 2.70414 0.0 0.0 0.0 0.000
C -1.17847 5.01286 2.76172 0.0 0.0 0.0 0.004
C -0.24191 5.20520 1.75790 0.0 0.0 0.0 0.001
C -0.16623 4.31958 0.68738 0.0 0.0 0.0 0.005
C -2.64376 2.14306 -1.49641 0.1 -0.3 -0.1 0.024
C -3.43740 3.28271 -1.39036 0.0 0.0 0.0 0.008
C -4.61735 3.37130 -2.12053 0.1 0.0 0.0 0.001
C -5.00720 2.33031 -2.95282 0.0 0.0 0.0 0.004
C -4.22465 1.18696 -3.05101 0.0 0.0 0.0 -0.001
C -3.04970 1.09060 -2.32124 0.0 0.0 0.1 0.005
H 2.21778 -0.03092 -1.88047 0.1 0.0 0.1 0.000
H 0.71259 -0.28023 -2.34658 0.0 -0.1 -0.1 0.000
H 2.99855 1.49084 -3.49931 -0.1 0.1 0.0 0.000
H 2.81927 3.74085 -4.51374 -0.1 0.0 0.1 0.000
H 0.87640 5.18961 -3.98029 0.0 -0.1 0.1 0.000
H -0.82007 4.41996 -2.35833 0.0 0.0 0.0 0.000
H -2.63882 2.18607 1.59844 0.0 0.1 0.0 0.000
H -2.77696 3.76938 3.48529 0.0 0.0 0.0 0.000
H -1.23900 5.70908 3.58966 0.0 0.0 0.0 0.000
H 0.43663 6.05003 1.80341 0.0 -0.1 0.0 0.000
H 0.57329 4.48153 -0.08743 0.0 0.0 0.0 0.000
H -3.14682 4.09586 -0.73566 0.0 0.0 0.0 0.000
H -5.23402 4.25777 -2.03425 0.0 0.0 0.0 0.000
H -5.92684 2.40662 -3.51956 0.0 0.0 0.0 0.000
H -4.53558 0.36621 -3.68697 0.0 0.1 0.0 0.000
H -2.44527 0.18758 -2.38073 -0.1 0.1 0.0 0.000
C 3.73159 -4.77578 -2.43409 0.0 -0.1 0.1 0.000
As 1.85678 -4.37692 -2.54455 0.0 0.0 0.0 0.000
C 1.17804 -4.74940 -0.78357 0.0 0.0 0.1 0.000
C 1.06213 -5.78420 -3.58679 0.1 0.0 0.1 0.000
S 1.53971 -2.49180 -3.38382 0.0 0.0 0.0 0.000
H 3.89068 -5.80118 -2.09463 0.0 0.1 0.0 0.000
H 4.17290 -4.07500 -1.72996 0.1 0.0 0.0 0.000
H 4.16927 -4.62924 -3.41533 0.1 0.0 -0.1 0.000
H 1.50689 -5.75370 -0.50639 0.0 0.1 0.0 0.000
H 0.09070 -4.71052 -0.80320 0.0 0.0 0.0 0.000
H 1.56411 -4.02869 -0.06837 0.0 0.0 0.0 0.000
H 1.38439 -6.75199 -3.20326 0.0 0.0 0.0 0.000
H 1.35036 -5.67293 -4.62457 0.0 0.0 -0.1 0.000
H -0.01605 -5.69303 -3.49551 -0.1 0.0 0.0 0.000
C 2.54232 -1.71438 3.90677 0.1 0.0 0.0 0.003
N 3.65327 -1.08986 3.20606 -0.2 0.0 0.3 0.010
C 3.79722 -1.01579 1.86760 0.1 0.2 0.4 0.014
Se 2.68369 -1.67529 0.55266 0.1 -0.2 -0.3 0.062
N 4.96366 -0.37502 1.64797 0.3 0.1 0.0 0.013
C 5.58812 -0.03078 2.84808 -0.1 -0.1 -0.4 0.002
C 6.78395 0.60621 3.13929 0.1 0.1 0.0 0.001
C 7.09619 0.76580 4.48111 0.0 0.0 -0.1 0.003
C 6.24411 0.30046 5.48881 0.0 0.0 0.0 0.002
C 5.05222 -0.33975 5.18789 -0.1 0.0 0.2 0.002
C 4.74384 -0.48851 3.84521 -0.3 -0.2 -0.1 0.001
H 1.80691 -2.02658 3.17252 -0.1 0.0 -0.1 0.001
H 2.09821 -0.99605 4.59449 0.0 0.0 0.0 0.001
H 2.89105 -2.58428 4.46305 0.0 0.0 0.0 0.000
H 5.31685 -0.22698 0.71959 0.0 0.0 -0.1 0.000
H 7.44604 0.96015 2.35722 0.0 0.0 0.1 0.000
H 8.02084 1.26034 4.75283 -0.1 0.0 0.0 0.000
H 6.52373 0.43976 6.52549 0.0 0.0 -0.1 0.000
H 4.39329 -0.70697 5.96760 0.1 0.0 -0.1 0.000
```
Forces are in eV/Å.

2S+1 = 4
orbital gap (spin up / spin down) = 5.69 / 6.89 eV
total charge = +1
⟨S²⟩ = 3.79
E_LUMO (spin up / spin down) = -2.456 / -3.339 eV

Energy relative to the best compared isomer or geometry (same formula, charge and spin) / kcal per mole: 22.8 33.6